Density functional theory data (wB97M-V/def2-TZVPD) for a molecular structure, C28H49Br4CaF8N3NaO8.

```
102
Properties=species:S:1:pos:R:3
C 2.340 -1.418 3.251
C 0.920 -1.177 2.688
C 0.983 -0.555 1.288
C 1.297 0.958 1.290
C 0.622 1.574 0.044
C -0.452 2.582 0.443
C -1.525 1.937 1.354
C -2.888 1.769 0.639
C -4.060 2.460 1.321
C -3.714 3.987 1.315
C -3.475 4.763 2.592
C -2.300 5.740 2.566
F -1.988 6.171 1.343
F -1.246 5.266 3.214
F -2.714 6.856 3.270
C -5.322 2.602 0.449
C -5.989 1.372 -0.172
F -5.135 0.721 -1.049
C -7.245 1.724 -1.001
C -8.141 0.482 -1.043
C -6.338 3.043 1.602
C -5.852 2.134 2.687
N -4.607 1.845 2.557
C -3.976 0.984 3.565
F -4.688 1.016 4.704
F -2.740 1.383 3.865
C -3.916 -0.507 3.113
F -5.085 -0.834 2.521
F -2.855 -0.742 2.343
H 2.341 -2.255 3.948
H 2.699 -0.502 3.719
H 2.978 -1.702 2.417
H 0.467 -2.165 2.559
H 0.274 -0.617 3.373
H 0.019 -0.731 0.810
H 1.734 -1.019 0.655
H 0.877 1.352 2.226
H 2.365 1.164 1.301
H 0.160 0.807 -0.579
H 1.376 2.086 -0.555
H -0.906 3.091 -0.415
H 0.037 3.378 1.018
H -1.199 0.958 1.690
H -1.614 2.584 2.230
H -3.071 0.716 0.435
H -2.798 2.230 -0.345
H -4.555 4.524 0.867
H -2.884 4.134 0.630
H -3.383 4.184 3.509
H -4.406 5.373 2.713
H -5.200 3.304 -0.365
H -6.304 0.616 0.556
H -7.759 2.603 -0.624
H -6.867 1.867 -2.014
H -8.506 0.258 -0.039
H -8.964 0.580 -1.746
H -7.561 -0.388 -1.353
H -6.120 4.028 2.001
H -7.384 2.830 1.437
H -6.554 1.826 3.449
H -3.810 -1.109 4.021
Br -6.986 5.454 0.224
O 0.747 -1.340 -1.466
H 0.501 -2.259 -1.631
Ca -5.491 6.592 1.547
C 3.540 -0.038 -4.206
C 3.731 -1.518 -4.459
O 5.110 -1.831 -4.738
C 5.929 -1.840 -3.693
O 5.630 -1.624 -2.550
O 7.163 -2.116 -4.134
C 8.166 -2.058 -3.120
H 3.940 0.546 -5.038
H 2.484 0.197 -4.079
H 4.069 0.280 -3.309
H 3.171 -1.811 -5.346
H 3.362 -2.118 -3.628
H 7.910 -2.697 -2.276
H 8.305 -1.031 -2.786
H 9.091 -2.414 -3.567
C 5.601 -5.146 -1.440
O 4.805 -4.920 -0.555
N 6.476 -6.174 -1.449
C 7.403 -6.385 -2.543
C 6.487 -7.094 -0.326
H 5.676 -4.507 -2.338
H 7.226 -7.364 -2.995
H 8.430 -6.346 -2.171
H 7.272 -5.617 -3.303
H 5.505 -7.560 -0.226
H 6.704 -6.548 0.593
H 7.240 -7.862 -0.481
N -4.320 8.330 -2.680
O -3.660 7.415 -3.276
O -4.375 9.447 -3.153
O -4.909 8.054 -1.610
Na -4.808 6.076 -4.468
C 9.505 -10.412 0.590
Br 7.636 -10.692 0.218
Br 10.474 -12.073 0.666
Br 10.297 -9.177 -0.660
H 9.570 -9.960 1.569
```

Summary:
total charge: +1
energy: -13796.82518 a.u.
ΔE to the lowest compared entry with this formula, charge and spin: 104.5 kJ/mol